Entry 1:
{"formula": "C19H20N2O5", "method": "ωB97M-V/def2-TZVPD", "species": ["C", "O", "C", "C", "C", "C", "C", "O", "N", "C", "C", "O", "O", "C", "C", "O", "N", "C", "C", "C", "C", "C", "C", "C", "C", "C", "H", "H", "H", "H", "H", "H", "H", "H", "H", "H", "H", "H", "H", "H", "H", "H", "H", "H", "H", "H"], "positions_angstrom": [[-5.867, -1.156, 1.566], [-5.240, -0.972, 0.319], [-4.154, -0.160, 0.248], [-3.575, 0.499, 1.329], [-2.465, 1.299, 1.131], [-1.898, 1.443, -0.129], [-0.690, 2.297, -0.272], [-0.517, 3.322, 0.354], [0.206, 1.842, -1.197], [1.508, 2.445, -1.295], [2.524, 1.868, -0.318], [3.715, 1.914, -0.469], [1.916, 1.320, 0.737], [2.748, 0.862, 1.791], [3.745, -0.247, 1.441], [4.770, -0.343, 2.081], [3.451, -1.075, 0.406], [4.518, -1.930, -0.088], [2.197, -1.193, -0.225], [1.043, -1.403, 0.527], [-0.174, -1.582, -0.103], [-0.253, -1.572, -1.487], [0.894, -1.368, -2.238], [2.115, -1.180, -1.614], [-2.489, 0.794, -1.212], [-3.605, 0.009, -1.027], [-6.239, -0.210, 1.971], [-5.193, -1.624, 2.290], [-6.708, -1.822, 1.376], [-3.982, 0.401, 2.323], [-2.018, 1.822, 1.962], [0.118, 0.887, -1.514], [1.901, 2.366, -2.310], [1.392, 3.504, -1.034], [2.070, 0.531, 2.581], [3.355, 1.692, 2.171], [5.043, -1.456, -0.920], [5.226, -2.084, 0.725], [4.103, -2.884, -0.408], [1.107, -1.444, 1.603], [-1.065, -1.743, 0.484], [-1.203, -1.730, -1.974], [0.841, -1.361, -3.317], [3.005, -1.017, -2.202], [-2.093, 0.932, -2.207], [-4.082, -0.490, -1.856]], "e_homo_ha": -0.32481, "lumo_energy_ha": 0.0199, "total_energy_ev": -33246.121, "charge": 0, "smiles": "COc1ccc(C(=O)NCC(=O)OCC(=O)N(C)c2ccccc2)cc1", "e_above_lowest_kcal_mol": 26.7, "multiplicity": 1, "fmax_ha_per_bohr": 0.0099}

=====

Entry 2:
{"formula": "C19H20N2OS2", "method": "ωB97M-V/def2-TZVPD", "species": ["C", "C", "C", "C", "C", "O", "C", "S", "C", "N", "C", "C", "C", "C", "C", "C", "C", "S", "C", "C", "N", "C", "C", "C", "H", "H", "H", "H", "H", "H", "H", "H", "H", "H", "H", "H", "H", "H", "H", "H", "H", "H", "H", "H"], "positions_angstrom": [[1.619, -5.322, 2.085], [0.934, -5.111, 0.725], [-0.527, -4.708, 0.928], [1.004, -6.408, -0.084], [1.734, -4.035, -0.003], [2.538, -4.293, -0.860], [1.523, -2.599, 0.437], [0.147, -1.874, -0.529], [0.262, -0.218, 0.029], [1.207, 0.066, 0.913], [1.288, 1.314, 1.330], [0.453, 2.348, 0.908], [-0.539, 2.074, -0.028], [-1.431, 3.102, -0.544], [-2.175, 4.007, 0.160], [-2.928, 4.862, -0.669], [-2.736, 4.609, -1.989], [-1.653, 3.307, -2.254], [-0.637, 0.741, -0.474], [-1.648, 0.336, -1.367], [-2.485, -0.023, -2.065], [0.874, 3.640, 1.537], [1.784, 3.194, 2.696], [2.320, 1.812, 2.292], [2.665, -5.586, 1.948], [1.125, -6.131, 2.618], [1.567, -4.426, 2.700], [-0.625, -3.840, 1.574], [-1.066, -5.533, 1.390], [-0.999, -4.483, -0.026], [2.039, -6.685, -0.265], [0.512, -7.215, 0.453], [0.515, -6.278, -1.046], [1.269, -2.503, 1.489], [2.409, -2.008, 0.206], [-2.213, 4.034, 1.234], [-3.580, 5.631, -0.295], [-3.169, 5.110, -2.832], [0.037, 4.245, 1.882], [1.430, 4.232, 0.805], [2.583, 3.907, 2.886], [1.190, 3.100, 3.606], [2.454, 1.139, 3.136], [3.278, 1.891, 1.773]], "e_homo_ha": -0.31410, "lumo_energy_ha": -0.0048, "total_energy_ev": -46725.918, "charge": 0, "smiles": "CC(C)(C)C(=O)CSc1nc2c(c(-c3cccs3)c1C#N)CCC2", "e_above_lowest_kcal_mol": 2.0, "multiplicity": 1, "fmax_ha_per_bohr": 0.0215}

=====

Entry 3:
{"formula": "C19H20N3O2PSr", "method": "ωB97M-V/def2-TZVPD", "species": ["Sr", "O", "C", "C", "C", "C", "C", "C", "C", "N", "C", "C", "N", "H", "H", "H", "H", "H", "H", "H", "C", "P", "C", "C", "O", "H", "H", "H", "H", "H", "H", "H", "H", "H", "N", "C", "C", "C", "C", "C", "C", "C", "H", "H", "H", "H"], "positions_angstrom": [[0.340, 0.759, 0.143], [1.540, -0.621, -1.417], [1.512, -1.906, -1.428], [2.715, -2.664, -1.414], [2.720, -4.035, -1.349], [1.521, -4.750, -1.299], [0.338, -4.048, -1.341], [0.288, -2.646, -1.416], [-1.014, -2.000, -1.547], [-1.416, -0.788, -1.181], [-2.742, -0.686, -1.533], [-3.159, -1.835, -2.122], [-2.060, -2.660, -2.117], [3.639, -2.102, -1.456], [3.665, -4.564, -1.330], [1.516, -5.829, -1.230], [-0.591, -4.608, -1.285], [-3.308, 0.215, -1.364], [-4.101, -2.131, -2.544], [-1.990, -3.564, -2.550], [-1.944, -0.936, 2.950], [-0.310, -0.199, 3.070], [0.785, -1.302, 2.078], [0.229, -0.351, 4.779], [-0.249, 1.212, 2.589], [-1.959, -1.926, 3.405], [-2.239, -1.019, 1.902], [-2.652, -0.287, 3.466], [0.982, -2.204, 2.659], [1.740, -0.811, 1.880], [0.340, -1.631, 1.135], [0.164, -1.374, 5.146], [-0.409, 0.294, 5.386], [1.255, 0.006, 4.861], [0.365, 8.412, -2.026], [0.378, 7.288, -1.780], [0.395, 5.891, -1.472], [1.599, 5.188, -1.450], [1.596, 3.834, -1.147], [0.429, 3.102, -0.855], [-0.753, 3.866, -0.887], [-0.793, 5.219, -1.190], [2.522, 5.708, -1.672], [2.560, 3.330, -1.161], [-1.713, 3.393, -0.676], [-1.730, 5.762, -1.209]], "e_homo_ha": -0.27771, "lumo_energy_ha": -0.0071, "total_energy_ev": -38719.643, "charge": 0, "e_above_lowest_kcal_mol": 19.6, "multiplicity": 1, "fmax_ha_per_bohr": 0.0306}

=====

Entry 4:
{"formula": "C19H20N4O2", "method": "ωB97M-V/def2-TZVPD", "species": ["C", "C", "C", "O", "C", "C", "C", "N", "C", "C", "C", "C", "C", "O", "N", "C", "N", "C", "C", "C", "C", "C", "C", "N", "C", "H", "H", "H", "H", "H", "H", "H", "H", "H", "H", "H", "H", "H", "H", "H", "H", "H", "H", "H", "H"], "positions_angstrom": [[4.463, 0.688, -2.421], [3.393, 1.334, -1.477], [3.680, 2.788, -1.072], [3.531, 0.510, -0.282], [2.426, -0.383, 0.009], [1.447, 0.166, 1.050], [0.486, -0.932, 1.570], [-0.901, -0.565, 1.376], [-1.579, 0.628, 1.670], [-1.176, 1.422, 2.839], [-1.822, 2.507, 3.261], [-1.057, 2.988, 4.445], [-0.026, 2.116, 4.617], [-0.103, 1.128, 3.633], [-2.601, 0.888, 0.943], [-2.767, -0.142, 0.072], [-3.709, -0.292, -0.827], [-3.465, -1.396, -1.530], [-4.485, -1.861, -2.413], [-4.379, -3.077, -3.103], [-3.150, -3.677, -3.051], [-2.109, -3.496, -2.138], [-2.301, -2.316, -1.348], [-1.428, -2.085, -0.391], [-1.701, -1.102, 0.376], [4.505, -0.360, -2.143], [5.467, 1.068, -2.314], [4.296, 0.810, -3.476], [2.400, 1.149, -1.813], [4.753, 2.880, -0.818], [3.138, 3.094, -0.111], [3.396, 3.452, -1.907], [2.887, -1.302, 0.442], [1.892, -0.703, -0.996], [0.898, 0.977, 0.559], [2.163, 0.410, 1.835], [0.714, -1.054, 2.645], [0.701, -1.948, 1.195], [-2.580, 2.974, 2.742], [-1.205, 3.971, 4.944], [0.655, 2.241, 5.484], [-5.328, -1.257, -2.519], [-5.054, -3.507, -3.811], [-3.095, -4.465, -3.694], [-1.270, -4.267, -2.054]], "e_homo_ha": -0.30169, "lumo_energy_ha": -0.0183, "total_energy_ev": -30080.236, "charge": 0, "smiles": "CC(C)OCCCn1c(-c2ccco2)nc2nc3ccccc3nc21", "e_above_lowest_kcal_mol": 88.9, "multiplicity": 1, "fmax_ha_per_bohr": 0.0765}